No. 1
# C27H23MnN15O2S2

C27H23MnN15O2S2 as an isolated structure (the ωB97M-V functional and the def2-TZVPD basis, the OMol25 dataset).

Last column: Löwdin charge in e.
Cartesian coordinates (Å):
Mn -0.08108 0.17673 -0.18887  0.85
C 4.45996 -3.49887 2.41214  -0.06
C 3.83635 -3.01359 1.12825  -0.28
C 4.48477 -2.06057 0.34511  -0.05
C 3.91155 -1.59209 -0.82670  -0.05
C 2.67966 -2.09560 -1.22011  -0.29
C 2.01537 -3.04620 -0.45822  -0.06
C 2.59796 -3.49695 0.71437  -0.05
S 1.94413 -1.51015 -2.71440  0.59
O 1.36526 -2.65817 -3.36364  -0.31
O 2.95079 -0.76630 -3.43457  -0.32
N 0.77596 -0.56299 -2.13256  -0.14
C 0.35801 0.57885 -2.73865  -0.40
C 0.61293 1.04954 -4.04786  0.00
C 0.04377 2.23324 -4.43890  -0.07
C -0.78298 2.95550 -3.56615  -0.08
C -0.99058 2.44455 -2.31290  -0.13
N -0.43658 1.29772 -1.91218  0.01
H 5.34446 -4.10769 2.21046  0.08
H 3.75419 -4.09545 2.98980  0.07
H 4.78052 -2.65786 3.03289  0.07
H 5.43784 -1.65578 0.67214  0.12
H 4.39252 -0.83639 -1.43568  0.11
H 1.04771 -3.41258 -0.77995  0.12
H 2.07416 -4.22042 1.32862  0.11
H 1.25368 0.47831 -4.69955  0.10
H 0.23417 2.61461 -5.43608  0.10
H -1.24461 3.88818 -3.86086  0.09
H -1.60461 2.95095 -1.58111  0.10
N 2.40651 0.07247 2.21236  0.17
C 1.34938 -0.79222 2.33546  -0.49
N 1.22101 -1.62354 3.34708  0.04
N 0.03320 -2.24192 3.12785  -0.07
N -0.51763 -1.81134 2.05180  -0.05
N 0.30317 -0.85938 1.50901  -0.08
C 2.57234 0.91088 1.13847  -0.49
N 3.62098 1.67838 0.94958  0.04
N 3.33714 2.35776 -0.19262  -0.06
N 2.19144 2.01287 -0.65766  -0.03
N 1.65650 1.08261 0.18965  -0.06
H 3.19643 -0.08302 2.81294  0.14
C 1.00566 5.36460 -0.30036  -0.11
C 0.80685 5.21202 1.20674  -0.24
C 0.13947 3.91769 1.56089  -0.60
N -0.48911 3.16229 0.74016  0.02
N -0.97020 1.99472 1.29664  -0.02
C -0.75455 1.92210 2.57823  -0.72
N -1.22271 0.91357 3.35916  0.11
S 0.14798 3.26986 3.19547  1.07
H 1.61229 6.24810 -0.50648  0.07
H 0.04641 5.47232 -0.80853  0.07
H 1.50543 4.48761 -0.71199  0.05
H 0.19826 6.03359 1.59436  0.11
H 1.76706 5.26168 1.72520  0.11
H -1.56355 0.11152 2.84106  0.07
H -0.68740 0.67365 4.17680  0.09
N -9.26840 -3.67006 -0.33368  0.14
C -8.19927 -3.24410 -0.33275  -0.19
C -6.86537 -2.69983 -0.32992  -0.24
C -6.68257 -1.32689 -0.50206  -0.03
C -5.40935 -0.79154 -0.49359  -0.02
C -4.29036 -1.61372 -0.31069  -0.24
C -4.48687 -2.98807 -0.14219  -0.01
C -5.75894 -3.52565 -0.15138  -0.03
C -2.97431 -1.05518 -0.29116  -0.10
C -1.86272 -0.58383 -0.27480  -0.08
H -7.54659 -0.69130 -0.64360  0.11
H -5.25777 0.27118 -0.62966  0.12
H -3.62115 -3.62091 -0.00055  0.12
H -5.90398 -4.58949 -0.02008  0.12

Calculated values
- <S²>: 6.058
- Multiplicity: 5
- Orbital gap (spin up / spin down): 0.290 / 0.279 hartree
- LUMO level (spin up / spin down): 2.12 / 1.80 eV
- E_tot: -107810.6790 eV
- Charge: -1

=====

No. 2
# C27H23N3O3S

One molecule with the formula C27H23N3O3S in a non-equilibrium geometry (the ωB97M-V functional and the def2-TZVPD basis, the OMol25 dataset).

Last column: Löwdin charge in e.
Cartesian coordinates (Å):
C -6.92596 -1.66075 0.07089  -0.05
C -5.75018 -1.26612 -0.83432  -0.31
C -5.66370 0.22698 -0.93472  -0.10
N -4.59465 0.82403 -0.63496  0.04
N -4.48020 2.15483 -0.70945  0.06
C -3.35909 2.82150 -0.27565  -0.42
O -3.36391 4.03170 -0.21546  0.08
C -2.21958 1.95461 0.12140  -0.13
C -1.82502 0.86015 -0.64120  -0.02
C -0.77667 0.06954 -0.21872  -0.04
C -0.11129 0.35167 0.96777  -0.25
C 1.03387 -0.52180 1.40093  -0.12
N 2.14928 -0.28547 0.51123  -0.12
C 3.21714 -1.12432 0.33716  -0.21
C 3.31348 -2.47692 0.57686  -0.01
C 4.50104 -3.15082 0.24916  -0.07
C 5.58644 -2.51793 -0.30001  -0.04
C 5.53670 -1.12906 -0.54203  -0.16
C 6.57441 -0.33770 -1.08143  -0.01
C 6.41796 1.01428 -1.25356  -0.06
C 5.22778 1.67470 -0.89241  -0.03
C 4.21409 0.92169 -0.37741  -0.18
C 4.34440 -0.45682 -0.20920  -0.11
S 2.57946 1.35137 0.20748  0.75
O 1.75830 1.88015 -0.83406  -0.25
O 2.61388 2.05438 1.45484  -0.26
C -0.48153 1.46433 1.70888  -0.03
C -1.52376 2.26638 1.28397  0.01
C -4.45632 -1.86902 -0.34387  -0.22
C -3.92574 -1.51178 0.88960  -0.04
C -2.74300 -2.07002 1.33625  -0.08
C -2.07623 -3.00140 0.55848  -0.11
C -2.59580 -3.36476 -0.67060  -0.09
C -3.77746 -2.79890 -1.11780  -0.03
H -7.85770 -1.25098 -0.31348  0.08
H -7.01284 -2.74368 0.11326  0.08
H -6.77169 -1.28766 1.07987  0.08
H -5.96120 -1.64984 -1.84140  0.14
H -6.56601 0.74992 -1.27794  0.13
H -5.28070 2.73252 -0.98301  0.16
H -2.32915 0.63146 -1.56603  0.12
H -0.46786 -0.77707 -0.81339  0.12
H 0.75193 -1.57655 1.33386  0.12
H 1.32412 -0.28854 2.43429  0.14
H 2.49229 -3.02941 1.00530  0.10
H 4.54844 -4.21294 0.44078  0.11
H 6.48105 -3.06931 -0.54453  0.11
H 7.50347 -0.81517 -1.35677  0.12
H 7.22650 1.59787 -1.66743  0.11
H 5.12586 2.74043 -1.01744  0.12
H 0.05744 1.71173 2.61091  0.12
H -1.81336 3.13832 1.85086  0.12
H -4.43392 -0.78319 1.50129  0.12
H -2.33964 -1.77639 2.29431  0.11
H -1.15660 -3.44672 0.91041  0.10
H -2.08165 -4.09031 -1.28448  0.10
H -4.17481 -3.08761 -2.08125  0.11

Calculated values
- SMILES: C[C@@H](/C=N/NC(=O)c1ccc(CN2c3cccc4cccc(c34)S2(=O)=O)cc1)c1ccccc1
- Orbital gap: 0.298 hartree
- LUMO level: 0.00 eV
- E_tot: -49819.6874 eV

=====

No. 3
# C27H23N4O2V

C27H23N4O2V as an isolated structure (the ωB97M-V functional and the def2-TZVPD basis, the OMol25 dataset).

Last column: Löwdin charge in e.
Cartesian coordinates (Å):
V 0.58557 0.10483 -0.11342  0.91
N 5.31292 1.51909 -0.28644  0.14
C 4.01976 1.07844 -0.14111  -0.55
O 3.79035 -0.08877 0.09888  0.04
C 2.95777 2.14672 -0.26387  -0.23
C 1.71348 1.66913 -1.01350  -0.25
H 6.04777 0.83439 -0.26207  0.09
H 5.51245 2.44852 -0.60276  0.08
H 3.41327 3.04548 -0.70479  0.09
H 2.69508 2.40866 0.76829  0.10
H 1.98745 1.34249 -2.02493  0.05
H 1.03771 2.52593 -1.14051  0.03
C 2.09774 -3.66171 -1.90773  -0.12
C 1.18868 -3.82766 -2.94843  -0.13
C 0.19402 -2.88684 -3.14878  -0.06
C 0.09573 -1.77136 -2.30657  -0.21
C 1.00369 -1.59063 -1.23895  -0.14
C 1.99999 -2.55430 -1.07367  -0.12
C -0.93358 -0.73621 -2.46901  -0.27
C -1.86269 -0.69227 -3.49379  -0.05
C -2.79076 0.33842 -3.57955  -0.06
C -2.79738 1.35098 -2.57756  -0.18
C -3.70538 2.42014 -2.55914  -0.07
C -3.68863 3.37026 -1.54971  -0.14
C -2.76017 3.26268 -0.52143  -0.12
C -1.84902 2.21499 -0.51440  -0.05
C -1.82923 1.25667 -1.53691  -0.21
N -0.89789 0.24667 -1.50349  -0.02
H 2.88159 -4.39597 -1.75207  0.08
H 1.25747 -4.69014 -3.60246  0.08
H -0.50801 -3.02922 -3.96299  0.09
H 2.72660 -2.42591 -0.27982  0.08
H -1.85277 -1.46716 -4.24847  0.09
H -3.50995 0.37896 -4.38842  0.09
H -4.43457 2.48932 -3.35981  0.10
H -4.40172 4.18608 -1.55908  0.08
H -2.74676 3.98993 0.28140  0.09
H -1.13429 2.13140 0.29912  0.09
O 1.22344 0.26129 1.70516  -0.17
C 0.82053 0.22456 2.93505  -0.33
C 1.56102 0.87943 3.94427  -0.01
C 1.15837 0.87151 5.26040  -0.11
C -0.00769 0.20831 5.64369  -0.13
C -0.74307 -0.44806 4.67771  -0.06
C -0.35193 -0.46894 3.33699  -0.08
C -1.12481 -1.19103 2.34045  -0.25
N -0.99975 -1.10776 1.02892  0.07
C -1.94182 -1.94289 0.47911  -0.10
C -2.63914 -2.55722 1.46696  -0.08
N -2.12348 -2.06345 2.64664  0.10
H 2.46373 1.39298 3.63718  0.11
H 1.75074 1.39170 6.00428  0.09
H -0.33496 0.21413 6.67500  0.09
H -1.66056 -0.94480 4.97648  0.10
H -2.03746 -2.04803 -0.58799  0.10
H -3.43605 -3.27826 1.44495  0.10
H -2.39341 -2.33548 3.57267  0.14

Calculated values
- <S²>: 3.790
- Multiplicity: 4
- Orbital gap (spin up / spin down): 0.166 / 0.271 hartree
- LUMO level (spin up / spin down): 2.72 / 2.71 eV
- E_tot: -64118.3825 eV
- Charge: -1